56
Properties=species:S:1:pos:R:3:forces:R:3 method="wB97M-V/def2-TZVPD" de_lowest_kcal_mol=0.6 e_tot_ha=-4305.90476 e_lumo_ev="-3.57 / -3.68" multiplicity=2 max_force_ev_per_a=0.14 total_charge=+1
Tc -0.389179 -0.167062 -0.169348 0.10 0.01 -0.07
Br 2.142909 -5.792288 0.993018 0.00 0.00 0.01
C 2.587358 -4.067773 0.355783 0.00 -0.01 0.00
C 3.149860 -3.914175 -0.903113 0.00 0.01 0.00
C 3.450810 -2.643478 -1.369472 -0.02 0.00 0.02
C 3.166952 -1.524883 -0.595495 -0.04 -0.09 0.00
O 3.474047 -0.267806 -1.022700 -0.06 0.04 -0.05
C 2.585745 -1.697825 0.658325 0.08 0.11 0.01
C 2.244016 -0.509678 1.466170 -0.04 -0.05 -0.04
N 1.120022 0.087488 1.356319 -0.03 0.05 0.00
C 0.852125 1.187042 2.239416 -0.02 0.04 -0.04
C 1.363939 1.305126 3.502055 -0.02 0.00 0.00
C 1.101925 2.454696 4.277317 -0.01 0.03 -0.01
C 0.336154 3.470007 3.782541 0.01 -0.03 0.02
C -0.242660 3.357347 2.496391 0.00 0.02 0.00
C -1.056759 4.359466 1.920145 -0.01 -0.01 -0.03
C -1.593057 4.165722 0.679676 0.01 0.01 0.03
C -1.346695 2.950523 0.018584 0.02 0.01 0.00
N -0.594370 1.998084 0.521442 0.00 -0.02 0.00
C -0.010402 2.195495 1.739700 0.03 -0.04 -0.03
C 2.322299 -2.969122 1.152455 -0.02 -0.03 0.00
H 3.359181 -4.783262 -1.511247 0.00 0.00 0.00
H 3.903967 -2.502198 -2.341658 0.00 0.00 0.00
H 2.970862 -0.144355 2.189585 0.03 0.00 -0.03
H 1.970176 0.515782 3.925815 0.00 -0.01 0.01
H 1.525065 2.525042 5.269713 0.00 0.00 0.00
H 0.150828 4.361695 4.367187 0.00 0.00 0.00
H -1.242732 5.273052 2.470866 0.00 0.00 0.00
H -2.209118 4.914739 0.203977 0.00 0.00 0.00
H -1.785462 2.760674 -0.954168 0.00 0.00 0.00
H 1.901425 -3.100622 2.141787 -0.01 0.00 -0.01
N -2.542415 -2.500232 2.560238 0.02 0.02 -0.01
C -1.815400 -1.981116 1.574220 -0.04 0.03 0.01
O -1.724299 -0.746318 1.422547 0.00 -0.07 -0.01
C -1.094834 -2.882603 0.610884 0.01 -0.02 0.02
C -0.301747 -2.022355 -0.329283 -0.07 0.01 0.00
H -3.014708 -1.889256 3.207030 -0.01 0.00 0.00
H -2.614251 -3.494415 2.689551 0.00 0.00 0.00
H -1.823625 -3.495688 0.067119 0.00 0.00 -0.01
H -0.457274 -3.593522 1.148757 0.00 -0.01 0.01
H 0.316220 -2.572211 -1.041381 0.02 -0.01 -0.02
H 2.703872 0.086415 -1.513616 0.03 0.03 0.07
O -0.786851 1.516830 -5.801873 -0.08 0.00 -0.04
C -1.997267 1.370399 -5.292415 0.03 0.05 -0.02
O -3.004138 1.589024 -5.909414 -0.01 -0.02 0.00
C -2.093402 0.917065 -3.868466 -0.01 -0.01 -0.01
C -3.299359 0.704643 -3.231834 0.00 0.02 0.01
N -3.028505 0.317479 -1.973786 0.01 -0.01 -0.02
N -1.708867 0.258032 -1.758040 -0.08 -0.02 0.08
C -1.128143 0.620345 -2.894244 0.05 -0.02 0.01
C 0.368076 0.618260 -2.889087 -0.03 -0.03 0.13
O 0.995636 0.901988 -3.890445 0.07 0.01 -0.05
O 0.884506 0.295008 -1.741965 0.03 0.02 0.04
H -0.068872 1.298369 -5.159355 0.03 -0.01 0.02
H -4.302627 0.811422 -3.608773 0.00 0.00 0.00
H -3.670932 0.074966 -1.237431 0.00 -0.01 0.00